1.
A cluster of 2 separate species, C2H6N4O2S in total in a non-equilibrium geometry. Source: the Open Molecules 2025 dataset; level of theory: ωB97M-V with the def2-TZVPD basis set.

XYZ file:
```
15
Properties=species:S:1:pos:R:3:forces:R:3
C 2.830699 -0.586922 -0.600371 3.05 -0.38 -2.31
C -1.082103 -0.722166 1.007447 0.13 4.18 0.92
N -0.547717 -2.612093 -0.320605 0.00 0.20 0.31
N -0.757808 -1.735272 0.356331 0.84 -2.91 -1.64
N 2.340663 0.017064 0.348505 -1.88 2.66 1.86
N -2.604798 1.123663 -0.103982 -2.05 0.28 -1.56
O -0.533054 1.827563 0.877976 1.09 1.32 1.27
O -0.450818 0.536740 -1.224398 0.21 -0.36 -1.23
S -1.023625 0.818671 0.034373 -1.41 -1.42 1.37
H 2.715901 -1.636712 -0.616396 -0.41 -1.39 0.01
H 3.614009 -0.309816 -1.406768 -1.46 0.61 0.97
H -0.760525 -0.501243 2.020437 -0.19 -0.69 -0.05
H 2.363103 1.072896 0.416161 0.63 -1.54 -0.49
H -2.976769 0.736608 -0.979779 0.09 0.24 0.64
H -3.127165 1.971016 0.191070 1.38 -0.80 -0.06
```
Forces are in eV/Å.

## Properties
Relative energy (zero: lowest compared OMol25 entry of this formula, charge and spin) (kcal per mole): 31.1
Charge: 0

2.
A structure of composition C3H5Cl in a non-equilibrium geometry. Source: the Open Molecules 2025 dataset; level of theory: ωB97M-V with the def2-TZVPD basis set.

XYZ file:
```
9
Properties=species:S:1:pos:R:3:forces:R:3
C 0.012775 0.176342 0.343426 -1.51 1.53 1.84
C -0.828480 0.824032 -0.434706 1.08 1.75 5.82
C 0.720534 -1.056723 -0.108173 1.61 0.27 0.56
Cl -1.630133 2.692729 0.820815 0.94 -2.60 -2.07
H 0.004562 0.487781 1.475614 0.41 -0.69 -2.40
H -0.952886 0.841355 -1.424672 -1.20 0.66 -3.56
H 0.426256 -1.765135 0.733933 1.31 0.23 -1.40
H 0.385955 -1.399533 -1.076676 -0.47 -0.24 -0.08
H 1.861419 -0.800848 -0.329561 -2.17 -0.90 1.28
```
Forces are in eV/Å.

## Properties
Relative energy (zero: lowest compared OMol25 entry of this formula, charge and spin) (kcal per mole): 59.8
Charge: 0

3.
An isolated molecule of C5H6O. Source: the Open Molecules 2025 dataset; level of theory: ωB97M-V with the def2-TZVPD basis set.

XYZ file:
```
12
Properties=species:S:1:pos:R:3:forces:R:3
C 2.257870 -0.626565 1.219558 0.01 -0.05 0.10
C 1.137020 -0.339582 0.464471 -0.18 -0.19 -0.23
C 0.147007 -0.597147 -0.345299 0.22 0.22 0.38
C -1.238737 -0.177514 -0.309787 0.15 0.02 0.24
C -1.649774 0.761367 -1.379717 0.03 0.31 -0.08
O -2.082189 -0.569550 -1.404652 -0.01 -0.13 -0.05
H 2.980428 0.159926 1.407144 -0.03 -0.10 0.02
H 1.147265 0.531715 1.250567 -0.20 0.13 -0.23
H 2.396206 -1.568318 1.746453 -0.04 0.03 -0.10
H -1.785126 -0.123121 0.635622 0.11 -0.04 -0.15
H -0.906977 1.031376 -2.129800 -0.15 -0.05 0.09
H -2.402994 1.517413 -1.154562 0.11 -0.16 0.00
```
Forces are in eV/Å.

## Properties
Relative energy (zero: lowest compared OMol25 entry of this formula, charge and spin) (kcal per mole): 144.1
Charge: 0

4.
An isolated molecule of C6H12O2 in a non-equilibrium geometry. Source: the Open Molecules 2025 dataset; level of theory: ωB97M-V with the def2-TZVPD basis set.

XYZ file:
```
20
Properties=species:S:1:pos:R:3:forces:R:3
C 0.794873 1.727528 1.687269 0.04 0.21 -0.04
O 0.736314 1.355762 0.320102 -1.91 -0.26 0.35
C -0.457219 0.528779 -0.043585 3.08 -0.83 -0.50
C -1.321677 1.262785 -1.029304 0.02 0.12 -0.14
O -1.105184 -0.255633 0.861807 0.86 -0.79 -1.10
C 0.041009 -0.878594 -0.248622 -1.78 1.55 1.08
C -0.328762 -1.618120 -1.486638 -0.82 -0.16 -0.37
C 1.081173 -1.508892 0.609809 0.26 0.04 0.21
H 1.484952 1.069114 2.225362 -0.12 0.03 0.10
H -0.190605 1.694550 2.162026 0.15 -0.05 0.01
H 1.181244 2.749198 1.748397 -0.05 -0.09 -0.01
H -2.131592 0.636280 -1.411222 0.17 -0.08 0.15
H -1.784060 2.107658 -0.513804 0.11 0.04 -0.06
H -0.733495 1.627382 -1.875046 -0.02 0.07 0.17
H -1.335196 -2.037416 -1.392779 0.12 -0.15 -0.10
H -0.337090 -0.955355 -2.357523 -0.09 0.07 0.17
H 0.381889 -2.412971 -1.728123 -0.14 -0.03 0.37
H 1.117455 -1.071386 1.606970 0.16 0.15 -0.26
H 2.056498 -1.449302 0.116285 -0.01 0.07 0.11
H 0.849473 -2.571367 0.748618 -0.02 0.11 -0.16
```
Forces are in eV/Å.

## Properties
Relative energy (zero: lowest compared OMol25 entry of this formula, charge and spin) (kcal per mole): 66.2
Charge: 0
SMILES string: CO[C@]1(C)OC1(C)C

5.
An isolated molecule of C21H18Cl2N6O3 in a non-equilibrium geometry. Source: the Open Molecules 2025 dataset; level of theory: ωB97M-V with the def2-TZVPD basis set.

XYZ file:
```
50
Properties=species:S:1:pos:R:3:forces:R:3
O -3.584078 -2.062754 1.624786 -0.27 -0.14 -0.01
C -3.086191 -1.194765 0.932164 -0.09 -0.06 0.04
C -3.898884 -0.058624 0.424582 0.42 0.90 0.30
C -3.710442 1.296415 0.524716 0.00 -0.85 -0.04
C -4.888663 1.894977 0.026069 -0.45 -0.28 -0.18
C -5.703489 0.863899 -0.334116 0.03 0.90 0.02
O -5.117783 -0.312340 -0.087803 -0.01 -0.63 0.03
N -1.758543 -1.154748 0.653513 0.05 0.04 0.11
C -1.132790 -0.398427 -0.404137 0.09 0.22 -0.48
C -0.691614 -1.324227 -1.542640 0.21 0.11 0.16
C 0.205745 -2.457462 -1.036715 -0.27 -0.15 -0.15
C 1.572377 -1.962880 -0.643326 0.03 0.05 -0.15
N 1.869453 -0.708327 -0.754562 -0.21 0.39 -0.23
C 3.146192 -0.411765 -0.420710 0.73 -0.96 0.40
C 4.126611 -1.301307 0.045106 -0.96 0.88 -0.44
N 5.260160 -0.587743 0.245337 0.52 -0.73 0.29
N 5.039928 0.623127 -0.056932 0.72 1.04 -0.06
N 3.771039 0.780811 -0.466907 -0.45 -0.97 -0.01
C 3.272881 2.056337 -0.905614 -0.07 0.38 -0.26
C 1.999284 2.439355 -0.201477 0.06 0.00 0.06
C 1.993446 2.667924 1.176095 -0.28 0.06 -0.12
Cl 3.454917 2.471705 2.078326 0.00 0.07 0.11
C 0.842989 3.058989 1.843247 0.13 -0.04 0.03
C -0.329411 3.239410 1.132674 0.09 -0.04 -0.09
C -0.360395 3.007859 -0.230191 0.05 0.02 -0.05
C 0.794065 2.600308 -0.881941 0.00 0.14 0.37
Cl 0.698874 2.299174 -2.577949 -0.11 -0.04 -0.30
C 3.802683 -2.697273 0.183960 -0.02 -0.01 -0.01
O 4.462298 -3.634340 0.553112 0.22 -0.10 0.08
N 2.459805 -2.902224 -0.219838 -0.11 -0.16 0.03
C -0.500233 -3.181283 0.121193 0.04 0.17 0.08
C -0.901007 -2.181862 1.204037 -0.10 -0.38 0.25
H -2.848210 1.790097 0.923858 0.23 0.03 0.08
H -5.099117 2.941959 -0.049311 -0.13 0.20 -0.04
H -6.684703 0.844600 -0.765292 -0.12 -0.12 -0.06
H -1.830558 0.341602 -0.791414 0.14 -0.05 0.04
H -0.256237 0.115477 0.000379 -0.16 0.04 -0.04
H -0.157501 -0.733728 -2.285471 -0.05 0.01 -0.07
H -1.575611 -1.762799 -2.009171 -0.02 -0.02 -0.03
H 0.360399 -3.174753 -1.853726 0.02 0.05 0.06
H 4.063074 2.779627 -0.682788 -0.08 -0.12 -0.07
H 3.104248 2.024064 -1.985737 0.12 0.06 0.22
H 0.876342 3.230112 2.906881 0.03 0.01 0.11
H -1.220380 3.566787 1.645538 -0.10 0.03 0.06
H -1.269964 3.142344 -0.793702 -0.08 -0.01 -0.08
H 2.164888 -3.871474 -0.182064 0.07 0.15 0.02
H 0.130994 -3.956126 0.557708 -0.03 -0.07 0.01
H -1.402138 -3.660422 -0.263569 0.02 -0.06 0.01
H -1.453844 -2.684679 1.999461 0.17 0.09 -0.06
H -0.010887 -1.700617 1.624351 -0.01 -0.01 0.04
```
Forces are in eV/Å.

## Properties
Relative energy (zero: lowest compared OMol25 entry of this formula, charge and spin) (kcal per mole): 0.0
Charge: 0
SMILES string: O=C(c1ccco1)N1CCC(c2nc3c(nnn3Cc3c(Cl)cccc3Cl)c(=O)[nH]2)CC1

6.
An isolated molecule of CH6BN in a non-equilibrium geometry. Source: the Open Molecules 2025 dataset; level of theory: ωB97M-V with the def2-TZVPD basis set.

XYZ file:
```
9
Properties=species:S:1:pos:R:3:forces:R:3
B 1.373941 0.229383 -0.005598 -0.19 0.53 0.48
N 0.203348 -0.510120 0.018234 -0.81 -1.57 0.25
C -1.175651 0.096053 0.001190 -0.25 -2.64 1.10
H 2.351606 -0.414967 0.009985 0.64 -0.11 -0.17
H 1.393223 1.453058 0.062785 -0.20 -0.70 -0.15
H 0.329871 -1.560702 -0.038925 -0.70 1.94 0.15
H -0.885828 1.107705 0.055011 -0.69 1.45 0.17
H -1.608302 -0.157087 -0.968567 -0.29 0.28 0.16
H -1.982207 -0.243319 0.865889 2.49 0.82 -1.99
```
Forces are in eV/Å.

## Properties
Relative energy (zero: lowest compared OMol25 entry of this formula, charge and spin) (kcal per mole): 31.6
Charge: 0
SMILES string: BNC

| no. | total energy (eV) |
| --- | --- |
| 1 | -23057.95011 |
| 2 | -15711.25472 |
| 3 | -7323.03496 |
| 4 | -10509.43638 |
| 5 | -62197.58861 |
| 6 | -3300.57873 |